## one
{
  "formula": "C6H9N3",
  "method": "ωB97M-V/def2-TZVPD",
  "lumo_energy_ev": 0.608,
  "homo_lumo_gap_ha": 0.313,
  "smiles": "C/C=N\\C=C/N=C=NC",
  "species": ["C", "C", "N", "C", "C", "N", "C", "N", "C", "H", "H", "H", "H", "H", "H", "H", "H", "H"],
  "xyz": [[-3.097, -0.213, 0.251], [-1.722, -0.325, -0.405], [-0.750, 0.463, -0.620], [-0.685, 1.831, -0.197], [0.571, 2.326, -0.009], [1.691, 1.527, -0.012], [1.837, 0.299, -0.063], [2.236, -0.796, -0.422], [2.965, -1.917, 0.135], [-3.708, 0.738, 0.156], [-2.780, -0.573, 1.284], [-3.735, -1.086, -0.160], [-1.678, -1.409, -0.633], [-1.609, 2.339, -0.231], [0.847, 3.334, 0.214], [2.209, -2.577, 0.749], [3.575, -2.518, -0.708], [3.833, -1.444, 0.672]]
}



## two
{
  "formula": "C6H9N3",
  "method": "ωB97M-V/def2-TZVPD",
  "lumo_energy_ev": 0.633,
  "homo_lumo_gap_ha": 0.447,
  "smiles": "CC#N.CC#N.CC#N",
  "species": ["C", "C", "N", "H", "H", "H", "C", "C", "N", "H", "H", "H", "C", "C", "N", "H", "H", "H"],
  "xyz": [[-10.345, 8.609, -4.687], [-10.411, 7.331, -4.002], [-10.401, 6.360, -3.453], [-10.423, 8.483, -5.767], [-9.387, 9.074, -4.453], [-11.112, 9.361, -4.500], [-9.449, 13.828, 3.558], [-9.561, 12.999, 2.307], [-9.764, 12.352, 1.327], [-10.439, 14.179, 3.850], [-8.670, 14.570, 3.382], [-9.106, 13.089, 4.282], [-14.451, 8.075, 0.659], [-14.857, 9.280, 1.434], [-15.034, 10.229, 2.050], [-13.399, 7.823, 0.793], [-14.690, 8.169, -0.400], [-15.027, 7.265, 1.107]]
}



## three
{
  "formula": "C6H9N3",
  "method": "ωB97M-V/def2-TZVPD",
  "lumo_energy_ev": 0.885,
  "homo_lumo_gap_ha": 0.356,
  "smiles": "[H]/N=C1\\NC[C@@H]2N[C@H]2C1=C",
  "species": ["H", "N", "C", "N", "C", "C", "N", "C", "C", "C", "H", "H", "H", "H", "H", "H", "H", "H"],
  "xyz": [[-3.046, -0.987, -0.130], [-2.601, -0.028, 0.075], [-1.381, -0.093, 0.136], [-0.762, -1.373, -0.086], [0.789, -1.648, 0.048], [1.240, -0.295, -0.499], [2.200, 0.727, -0.069], [0.862, 0.594, 0.499], [-0.454, 1.023, 0.234], [-0.675, 2.312, -0.177], [-1.395, -1.963, -0.520], [0.896, -1.809, 1.256], [1.161, -2.660, -0.484], [0.988, -0.159, -1.606], [2.884, 0.526, 0.700], [0.710, 0.158, 1.513], [-1.610, 2.631, -0.468], [0.193, 3.043, -0.421]]
}



## four
{
  "formula": "C6H9N3",
  "method": "ωB97M-V/def2-TZVPD",
  "lumo_energy_ev": [-0.570, -0.963],
  "homo_lumo_gap_ha": [0.297, 0.249],
  "species": ["C", "C", "C", "C", "N", "N", "N", "C", "C", "H", "H", "H", "H", "H", "H", "H", "H", "H"],
  "xyz": [[0.115, 1.147, -1.057], [-0.441, 0.007, -1.746], [0.979, -0.003, 1.066], [-0.405, 0.422, 0.482], [1.602, -1.060, 0.435], [1.551, 0.636, 1.997], [-1.291, 1.123, 1.173], [-1.076, -0.812, -0.198], [-1.762, -1.821, -0.057], [2.448, -1.353, 0.903], [1.005, -1.821, 0.148], [0.987, 1.413, 2.329], [-0.981, 2.091, 1.265], [-0.419, 2.085, -1.148], [1.192, 1.259, -1.073], [0.234, -0.745, -2.133], [-1.367, 0.124, -2.294], [-2.373, -2.692, -0.090]]
}



Bottom line: two, by a margin of 44.3 kcal/mol.



## one
{
  "formula": "C4H5NO3",
  "method": "ωB97M-V/def2-TZVPD",
  "lumo_energy_ev": 0.438,
  "homo_lumo_gap_ha": 0.384,
  "smiles": "O=C1CO1.CN=C=O",
  "species": ["O", "C", "C", "O", "H", "H", "C", "N", "C", "O", "H", "H", "H"],
  "xyz": [[2.176, -0.201, -1.401], [1.665, 0.349, -0.469], [1.476, 1.809, -0.017], [2.136, 0.724, 0.720], [2.114, 2.634, -0.304], [0.585, 2.188, 0.467], [-1.481, -1.943, 0.211], [-0.762, -0.705, 0.017], [-1.208, 0.430, 0.039], [-1.529, 1.543, -0.035], [-1.533, -2.244, 1.258], [-2.539, -1.858, -0.042], [-1.101, -2.725, -0.444]]
}



## two
{
  "formula": "C4H5NO3",
  "method": "ωB97M-V/def2-TZVPD",
  "lumo_energy_ev": [-0.800, -0.032],
  "homo_lumo_gap_ha": [0.261, 0.304],
  "species": ["C", "C", "C", "C", "N", "O", "O", "O", "H", "H", "H", "H", "H"],
  "xyz": [[0.172, -1.059, -0.021], [1.538, -1.207, 0.048], [3.347, 0.382, 0.314], [-2.557, 1.167, -0.023], [-0.454, 0.064, 0.088], [4.306, 0.982, 0.032], [2.342, -0.191, -0.229], [-1.825, -0.102, 0.101], [-0.631, -1.844, 0.019], [2.059, -2.220, 0.035], [-3.459, 0.964, 0.531], [-3.030, 1.215, -0.999], [-1.809, 1.850, 0.106]]
}



## three
{
  "formula": "C4H5NO3",
  "method": "ωB97M-V/def2-TZVPD",
  "lumo_energy_ev": [-0.792, -0.789],
  "homo_lumo_gap_ha": [0.310, 0.310],
  "species": ["C", "C", "C", "C", "O", "N", "O", "O", "H", "H", "H", "H", "H"],
  "xyz": [[1.157, -1.283, 0.603], [-1.517, 0.440, 0.336], [0.431, 0.415, -0.898], [-0.975, 0.039, -0.907], [1.434, -0.370, -0.461], [-0.285, 1.347, 0.479], [-0.319, 2.516, 0.741], [-2.491, 0.390, 1.020], [0.823, 1.039, -1.702], [-1.562, 0.005, -1.812], [0.949, -0.742, 1.529], [2.057, -1.882, 0.715], [0.298, -1.914, 0.358]]
}



## four
{
  "formula": "C4H5NO3",
  "method": "ωB97M-V/def2-TZVPD",
  "lumo_energy_ev": 0.844,
  "homo_lumo_gap_ha": 0.327,
  "smiles": "COc1ocnc1O",
  "species": ["C", "O", "C", "O", "C", "N", "C", "O", "H", "H", "H", "H", "H"],
  "xyz": [[-1.277, 1.361, -1.226], [-0.139, 0.514, -1.319], [0.227, -0.015, -0.130], [-0.567, 0.205, 0.980], [0.064, -0.539, 1.914], [1.098, -1.251, 1.471], [1.161, -0.916, 0.147], [2.087, -1.367, -0.689], [-1.523, 1.606, -2.277], [-1.020, 2.263, -0.658], [-2.158, 0.845, -0.857], [-0.367, -0.540, 2.935], [2.415, -2.165, -0.291]]
}



Bottom line: four, by a margin of 30.8 kcal/mol.



## one
{
  "formula": "C4H5NO3",
  "method": "ωB97M-V/def2-TZVPD",
  "lumo_energy_ev": 0.128,
  "homo_lumo_gap_ha": 0.371,
  "smiles": "NC(=O)C(=O)O.C#C",
  "species": ["N", "C", "O", "C", "O", "O", "H", "H", "H", "C", "C", "H", "H"],
  "xyz": [[-0.245, -0.601, -2.713], [-0.368, -1.012, -1.439], [-0.668, -2.135, -1.123], [0.634, 0.011, -0.451], [1.085, 0.984, -1.013], [1.376, -0.807, 0.301], [0.358, 0.175, -2.940], [-0.572, -1.152, -3.490], [2.212, -0.368, 0.530], [-0.857, 0.834, 2.684], [-0.986, 1.661, 3.552], [-0.863, -0.032, 1.847], [-1.106, 2.442, 4.256]]
}



## two
{
  "formula": "C4H5NO3",
  "method": "ωB97M-V/def2-TZVPD",
  "lumo_energy_ev": [0.202, 0.201],
  "homo_lumo_gap_ha": [0.334, 0.334],
  "smiles": "C#C/C=[N+](\\[O-])O.C=O",
  "species": ["C", "C", "C", "N", "O", "O", "H", "H", "H", "C", "O", "H", "H"],
  "xyz": [[-0.475, 2.933, 0.477], [-0.918, 2.013, -0.153], [-1.206, 0.737, -0.687], [-1.502, -0.265, 0.113], [-1.323, -0.471, 1.316], [-2.085, -1.358, -0.600], [-0.195, 3.858, 0.666], [-1.221, 0.781, -1.746], [-1.717, -2.182, -0.214], [1.801, -1.850, -0.591], [0.804, -2.476, -0.340], [2.348, -1.177, 0.062], [2.403, -1.812, -1.534]]
}



## three
{
  "formula": "C4H5NO3",
  "method": "ωB97M-V/def2-TZVPD",
  "lumo_energy_ev": 0.857,
  "homo_lumo_gap_ha": 0.348,
  "smiles": "COn1ccoc1=O",
  "species": ["C", "O", "N", "C", "C", "O", "C", "O", "H", "H", "H", "H", "H"],
  "xyz": [[-1.986, -0.940, -0.096], [-1.066, -0.270, 0.833], [0.134, 0.062, 0.354], [0.578, 1.351, 0.364], [1.835, 1.364, -0.131], [2.198, 0.042, -0.273], [1.171, -0.787, -0.002], [1.149, -1.966, -0.129], [-2.918, -0.812, 0.240], [-1.850, -2.039, -0.427], [-1.971, -0.389, -1.097], [0.104, 2.244, 0.498], [2.622, 2.140, -0.135]]
}



## four
{
  "formula": "C4H5NO3",
  "method": "ωB97M-V/def2-TZVPD",
  "lumo_energy_ev": 0.653,
  "homo_lumo_gap_ha": 0.384,
  "smiles": "C=COC(=O)ON=C",
  "species": ["C", "C", "O", "C", "O", "O", "N", "C", "H", "H", "H", "H", "H"],
  "xyz": [[2.066, -0.377, 2.479], [1.361, 0.735, 2.090], [0.325, 0.602, 1.034], [0.130, -0.224, -0.093], [0.888, -1.146, -0.250], [-0.673, 0.499, -1.074], [-1.573, -0.423, -1.740], [-2.458, 0.277, -2.466], [2.782, -0.432, 3.373], [1.773, -1.334, 2.059], [1.401, 1.661, 2.589], [-2.583, 1.348, -2.465], [-3.274, -0.377, -3.118]]
}



Bottom line: one, by a margin of 1.3 kcal/mol.